Entry 1:
The following is a DFT calculation (ωB97M-V/def2-TZVPD) of a structure of composition C2H6O.

XYZ file:
```
9
C2H6O | the Open Molecules 2025 dataset | ωB97M-V/def2-TZVPD
C -1.1717 0.3183 0.1374
O 0.0121 0.8567 0.0931
C 1.0603 0.3523 -0.4897
H -0.0904 -1.2835 1.0269
H -1.9041 0.8878 0.6905
H -1.4392 -0.4230 -0.6087
H 0.9201 -0.3871 -1.2717
H 0.6549 -1.2663 0.8145
H 1.9580 0.9448 -0.3924
```

- lowest unoccupied orbital energy (spin up / spin down) (eV) = 0.7 / 0.7
- largest force on an atom (eV Å⁻¹) = 0.31

Here are the Mulliken charges for atoms 1 to 8, given in e: atom 1 (C): -0.470, atom 2 (O): -0.197, atom 3 (C): -0.472, atom 4 (H): 0.019, atom 5 (H): 0.239, atom 6 (H): 0.313, atom 7 (H): 0.315, atom 8 (H): 0.015

Entry 2:
The following is a DFT calculation (ωB97M-V/def2-TZVPD) of the molecule C9H20Si at a distorted geometry.

XYZ file:
```
30
C9H20Si | the Open Molecules 2025 dataset | ωB97M-V/def2-TZVPD
C -0.9664 2.0661 -2.3337
C -1.3161 1.3134 -1.1040
C -1.5437 2.3761 -0.0034
C -2.6493 0.5318 -1.3464
C -0.1220 0.3432 -0.8398
C 0.1613 0.0526 0.4225
Si 1.4009 -1.2717 1.0359
C 3.2779 -0.7921 1.4699
C 0.5993 -1.9317 2.5963
C 1.3600 -2.5030 -0.3078
H -1.9018 2.4156 -2.8351
H -0.4050 3.0154 -2.0608
H -0.5028 1.3049 -3.0113
H -2.1520 3.1836 -0.3657
H -2.0326 2.0080 0.8863
H -0.6639 2.7596 0.4093
H -2.4585 -0.1139 -2.1482
H -2.9107 -0.1107 -0.4276
H -3.6197 1.1109 -1.3432
H 0.5256 0.0582 -1.6133
H -0.3120 0.5424 1.2472
H 3.5179 -1.1340 2.5058
H 3.4118 0.2798 1.4486
H 3.9401 -1.2089 0.7603
H 0.0242 -1.1375 3.1105
H 1.3869 -2.4570 3.1527
H -0.1782 -2.5876 2.3538
H 2.2851 -2.2981 -0.8981
H 1.3554 -3.4430 0.1540
H 0.4885 -2.3725 -0.9146
```

- SMILES = CC(C)(C)/C=C/[Si](C)(C)C
- lowest unoccupied orbital energy (eV) = 0.8
- largest force on an atom (eV Å⁻¹) = 3.78

Here are the Mulliken charges for atoms 1 to 8, given in e: atom 1 (C): -1.622, atom 2 (C): 2.171, atom 3 (C): -2.286, atom 4 (C): -1.576, atom 5 (C): -0.734, atom 6 (C): -0.486, atom 7 (Si): 0.415, atom 8 (C): -1.181

Entry 3:
The following is a DFT calculation (ωB97M-V/def2-TZVPD) of a cluster of 2 separate species, C8H16N2 in total at a distorted geometry.

XYZ file:
```
26
C8H16N2 | the Open Molecules 2025 dataset | ωB97M-V/def2-TZVPD
C -0.2991 2.8249 -0.1878
C -1.4528 2.3123 -1.0748
C -1.4954 0.8616 -0.6465
C -2.3344 -0.0635 -1.3047
N -2.1117 -1.3830 -0.7452
C -1.1046 -1.1159 0.1508
N -0.7598 0.1816 0.2555
H -0.2153 3.8713 -0.2846
H 0.5165 2.3344 -0.6610
H -0.5066 2.3802 0.7361
H -2.3489 2.8685 -0.7528
H -1.2969 2.4369 -2.1155
H -3.0796 0.0883 -2.0931
H -2.6001 -2.1710 -1.0464
H -0.7448 -1.8856 0.7715
C 2.1339 -0.4331 1.8315
C 3.2861 -1.2668 1.3641
C 2.8197 -1.8116 -0.0134
H 1.1357 -0.7964 1.3543
H 2.0810 0.6125 1.5071
H 1.9550 -0.5229 2.9069
H 4.2672 -0.7575 1.2823
H 3.5558 -1.9837 2.1031
H 2.8149 -1.0837 -0.8315
H 3.3982 -2.5434 -0.3357
H 1.8492 -2.2857 0.1716
```

- SMILES = CCc1c[nH]cn1.CCC
- lowest unoccupied orbital energy (eV) = 0.9
- largest force on an atom (eV Å⁻¹) = 6.24

Here are the Mulliken charges for atoms 1 to 8, given in e: atom 1 (C): -1.215, atom 2 (C): -0.308, atom 3 (C): 0.416, atom 4 (C): -0.675, atom 5 (N): -0.045, atom 6 (C): -0.425, atom 7 (N): -0.351, atom 8 (H): 0.426

Entry 4:
The following is a DFT calculation (ωB97M-V/def2-TZVPD) of a structure of composition C22H35BN9Pt.

XYZ file:
```
68
C22H35BN9Pt | the Open Molecules 2025 dataset | ωB97M-V/def2-TZVPD
Pt 0.4719 -0.4795 -0.5929
C -0.6455 -3.0269 1.9743
C 0.0421 -1.7532 2.3203
C 0.2231 -1.1318 3.5606
C 0.8996 0.0493 3.3040
C 1.3604 1.0897 4.2656
N 1.1110 0.1312 1.9752
N 0.5887 -0.9903 1.3862
B 1.9459 1.1956 1.1684
N 1.1568 2.0973 0.1535
N 0.6295 1.6069 -1.0132
C 0.1629 2.6153 -1.7283
C -0.5067 2.3856 -3.0370
C 0.3915 3.8082 -1.0260
C 1.0197 3.4420 0.1492
C 1.5052 4.3093 1.2592
N 2.9868 0.3975 0.3410
N 2.4652 -0.4412 -0.5767
C 3.4514 -1.0500 -1.2255
C 3.1816 -2.0400 -2.3025
C 4.6614 -0.5768 -0.7033
C 4.3286 0.3372 0.2829
C 5.1944 1.1596 1.1721
H -1.0327 -3.5091 2.8688
H 0.0407 -3.7159 1.4806
H -1.4796 -2.8384 1.2949
H -0.0896 -1.4956 4.5238
H 1.0215 0.8374 5.2679
H 0.9658 2.0723 4.0086
H 2.4479 1.1601 4.2795
H 2.4915 1.9033 1.9530
H -0.5277 1.3193 -3.2629
H 0.0158 2.9013 -3.8425
H -1.5315 2.7578 -3.0191
H 0.1427 4.8088 -1.3341
H 1.2337 5.3439 1.0610
H 2.5890 4.2540 1.3601
H 1.0661 4.0187 2.2135
H 2.1068 -2.1374 -2.4641
H 3.5791 -3.0212 -2.0442
H 3.6365 -1.7299 -3.2429
H 5.6541 -0.8596 -1.0065
H 6.2423 0.9615 0.9598
H 5.0087 0.9304 2.2216
H 5.0107 2.2239 1.0227
C -3.8826 -2.8854 -2.8255
C -2.4773 -3.3270 -2.4754
N -1.7749 -2.2046 -1.8705
C -2.3599 -1.2567 -1.0954
N -1.5770 -0.3947 -0.4862
C -2.1488 0.5968 0.4225
C -3.5632 0.9615 0.0224
C -4.3786 -0.3069 -0.1131
N -3.7106 -1.2311 -1.0225
C -4.5305 -2.2984 -1.5872
H -4.4668 -3.7334 -3.1804
H -3.8524 -2.1382 -3.6202
H -1.9258 -3.6319 -3.3636
H -2.5092 -4.1797 -1.7888
H -0.7709 -2.2713 -1.7782
H -1.5084 1.4801 0.3988
H -2.1224 0.2066 1.4471
H -3.5536 1.4962 -0.9298
H -4.0095 1.6172 0.7695
H -5.3653 -0.0952 -0.5261
H -4.5261 -0.7807 0.8647
H -5.5000 -1.8642 -1.8324
H -4.7034 -3.0793 -0.8367
```

- net charge = +1
- lowest unoccupied orbital energy (eV) = -2.7
- largest force on an atom (eV Å⁻¹) = 0.70

Here are the Mulliken charges for atoms 1 to 8, given in e: atom 1 (Pt): 0.340, atom 2 (C): -1.185, atom 3 (C): 0.616, atom 4 (C): -1.327, atom 5 (C): 0.822, atom 6 (C): -1.309, atom 7 (N): 1.031, atom 8 (N): -0.362

Entry 5:
The following is a DFT calculation (ωB97M-V/def2-TZVPD) of a cluster of 2 separate species, C5H14O in total at a distorted geometry.

XYZ file:
```
20
C5H14O | the Open Molecules 2025 dataset | ωB97M-V/def2-TZVPD
C -1.4505 -0.5008 -1.6215
C -0.6231 0.1705 -0.5174
C -0.1349 -0.7806 0.6249
C 1.0198 -1.7013 0.2366
C 0.2723 -0.0164 1.8615
H -0.8581 -1.4166 -1.7855
H -1.4653 0.0811 -2.5584
H -2.4848 -0.7910 -1.3713
H 0.2825 0.5582 -1.0224
H -1.2196 1.0404 -0.1813
H -1.0247 -1.2829 1.0560
H 1.8464 -1.0318 -0.0551
H 0.7609 -2.3373 -0.6265
H 1.3655 -2.3489 1.0599
H 1.2058 0.5202 1.6221
H 0.4663 -0.7013 2.7040
H -0.4865 0.7203 2.1745
O 1.0231 3.0305 -0.7974
H 0.0603 3.1031 -0.6078
H 1.4445 3.6845 -0.1949
```

- SMILES = CCC(C)C.O
- lowest unoccupied orbital energy (eV) = 0.8
- largest force on an atom (eV Å⁻¹) = 1.83

Here are the Mulliken charges for atoms 1 to 8, given in e: atom 1 (C): -1.211, atom 2 (C): -0.354, atom 3 (C): 0.643, atom 4 (C): -1.299, atom 5 (C): -1.587, atom 6 (H): 0.231, atom 7 (H): 0.342, atom 8 (H): 0.315

Entry 6:
The following is a DFT calculation (ωB97M-V/def2-TZVPD) of the molecule C17H27NO.

XYZ file:
```
46
C17H27NO | the Open Molecules 2025 dataset | ωB97M-V/def2-TZVPD
C -4.1555 -3.0807 -0.0920
C -3.0778 -2.0402 -0.1207
C -2.7208 -1.3439 1.0257
C -1.7434 -0.3685 0.9890
C -1.0889 -0.0358 -0.1947
C -0.0019 1.0308 -0.1773
C -0.5061 2.2917 0.5519
C -1.7646 2.8986 -0.0862
N -2.3030 4.0432 0.6266
C 0.4899 1.4327 -1.5817
C 1.6768 0.5630 -2.0345
O 1.6482 -0.7449 -1.5195
C 1.6764 -0.8399 -0.0989
C 3.0488 -1.3624 0.3878
C 3.0176 -1.6563 1.8861
C 4.2191 -0.4420 0.0487
C 1.2132 0.4535 0.5764
C -1.4327 -0.7534 -1.3337
C -2.4091 -1.7328 -1.2962
H -5.1156 -2.6293 -0.3456
H -3.9534 -3.8676 -0.8153
H -4.2426 -3.5234 0.8978
H -3.2101 -1.5708 1.9629
H -1.4903 0.1321 1.9119
H 0.2913 3.0418 0.5565
H -0.7262 2.0552 1.5956
H -1.5466 3.2251 -1.1057
H -2.5499 2.1397 -0.1342
H -2.5582 3.7783 1.5726
H -1.6039 4.7763 0.6925
H -0.3287 1.3783 -2.2972
H 0.8295 2.4701 -1.5593
H 2.6166 1.0630 -1.7619
H 1.6697 0.4361 -3.1203
H 0.9421 -1.6250 0.1372
H 3.2062 -2.3053 -0.1478
H 3.9183 -2.1902 2.1802
H 2.9689 -0.7342 2.4605
H 2.1565 -2.2704 2.1400
H 4.1211 0.5245 0.5384
H 5.1489 -0.8953 0.3868
H 4.2879 -0.2937 -1.0255
H 0.9438 0.2308 1.6081
H 2.0118 1.1968 0.5836
H -0.9230 -0.5834 -2.2672
H -2.6498 -2.2724 -2.2015
```

- SMILES = Cc1ccc([C@]2(CCN)CCO[C@@H](C(C)C)C2)cc1
- lowest unoccupied orbital energy (eV) = 0.8
- largest force on an atom (eV Å⁻¹) = 0.60

Here are the Mulliken charges for atoms 1 to 8, given in e: atom 1 (C): -1.541, atom 2 (C): 1.076, atom 3 (C): -1.195, atom 4 (C): -0.304, atom 5 (C): -0.514, atom 6 (C): 3.457, atom 7 (C): -1.417, atom 8 (C): -0.530

Entry 7:
The following is a DFT calculation (ωB97M-V/def2-TZVPD) of a structure of composition C22H36AsIrN2O8PTe.

XYZ file:
```
72
C22H36AsIrN2O8PTe | the Open Molecules 2025 dataset | ωB97M-V/def2-TZVPD
Ir -0.1145 0.2184 -0.3538
O -1.2544 -3.1607 1.3179
C -0.6375 -2.3030 0.7448
O -0.5918 -1.0439 1.1661
C 0.1150 -2.5344 -0.5949
O 0.7473 -3.5219 -0.8394
O -0.0364 -1.5159 -1.4388
C -3.7188 1.6898 0.4716
Te -2.7517 0.5177 -1.0149
C -3.6923 -1.1176 -0.0155
C -4.9092 -0.5073 0.6314
C -6.0038 -1.2791 1.0006
C -7.0986 -0.6886 1.6131
C -7.1059 0.6767 1.8601
C -6.0155 1.4520 1.4961
C -4.9134 0.8650 0.8859
H -4.0053 2.6509 0.0504
H -2.9969 1.8615 1.2656
H -2.9898 -1.4803 0.7331
H -3.9144 -1.9236 -0.7094
H -5.9992 -2.3441 0.8047
H -7.9526 -1.2935 1.8869
H -7.9668 1.1406 2.3225
H -6.0252 2.5200 1.6787
N 0.0888 1.4667 -4.3345
C 0.0966 2.7303 -3.7958
C 0.1362 2.5525 -2.4498
N 0.1651 1.2016 -2.1793
C 0.1187 0.5702 -3.3363
H 0.0515 1.2378 -5.3139
H 0.0743 3.6186 -4.4002
H 0.1562 3.2844 -1.6611
H 0.1138 -0.5009 -3.4537
C -0.1189 2.7101 3.8712
As -0.4771 1.1201 2.8578
C -2.2515 0.5853 3.3562
C 0.7043 -0.1939 3.6117
O -0.4098 1.6202 1.2338
H -0.4132 2.5296 4.9050
H -0.6911 3.5432 3.4686
H 0.9427 2.9418 3.8410
H -2.3200 0.5861 4.4437
H -2.4399 -0.4136 2.9686
H -2.9786 1.2874 2.9560
H 0.2831 -0.4236 4.5920
H 1.6949 0.2311 3.7233
H 0.7321 -1.0878 2.9993
C 4.5795 0.0617 -2.9070
C 3.1680 0.1331 -2.3769
O 3.2392 0.4078 -0.9567
P 2.1025 0.1132 0.1160
O 2.3893 -1.3104 0.7107
C 3.7053 -1.8427 1.0291
C 4.1328 -2.8096 -0.0475
O 2.5942 1.1030 1.2616
C 2.8611 2.4941 0.9371
C 4.2903 2.8168 1.2940
H 4.5635 0.0790 -3.9970
H 5.0836 -0.8483 -2.5863
H 5.1554 0.9195 -2.5603
H 2.6320 -0.8067 -2.5284
H 2.6150 0.9426 -2.8501
H 3.5824 -2.3481 1.9852
H 4.4061 -1.0166 1.1578
H 3.3690 -3.5728 -0.1892
H 5.0671 -3.2913 0.2430
H 4.2932 -2.2935 -0.9937
H 2.1456 3.0890 1.4998
H 2.6731 2.6665 -0.1241
H 4.4749 2.6360 2.3531
H 4.4982 3.8662 1.0823
H 4.9763 2.2026 0.7114
```

- net charge = +1
- lowest unoccupied orbital energy (eV) = -2.3
- largest force on an atom (eV Å⁻¹) = 0.64

Here are the Mulliken charges for atoms 1 to 8, given in e: atom 1 (Ir): 2.333, atom 2 (O): -0.638, atom 3 (C): 0.692, atom 4 (O): -0.629, atom 5 (C): 0.094, atom 6 (O): -0.601, atom 7 (O): -0.595, atom 8 (C): -0.230